a) One molecule with the formula C4H7ClFN, computed with ωB97M-V/def2-TZVPD.

Geometry (Å):
1 N -1.60013 1.79720 0.29897
2 C -0.39109 1.17002 -0.27932
3 C -0.11138 -0.30718 0.08868
4 C 1.09922 -0.85627 0.19134
5 Cl 2.49560 0.09410 -0.06993
6 C -1.29169 -1.19518 0.26709
7 F -2.41953 -0.84321 -0.45455
8 H -2.32650 1.23885 -0.03060
9 H -1.59681 1.69853 1.27565
10 H -0.46210 1.21233 -1.39159
11 H 0.52269 1.75114 -0.04593
12 H 1.30492 -1.88694 0.29524
13 H -1.66706 -1.20987 1.38945
14 H -1.05418 -2.26347 0.08809

Calculated values
M (g mol⁻¹): 123.6
HOMO level (hartree): -0.3451
Total charge: 0
Orbital gap (eV): 10.2
SMILES string: NC/C(=C\Cl)CF
2S+1: 1
LUMO energy (Ha): 0.031

b) A 3-piece molecular cluster, C4H7ClFN overall, computed with ωB97M-V/def2-TZVPD.

Geometry (Å):
1 C 0.04666 2.12944 0.15920
2 C -0.40150 0.61870 0.05771
3 C -1.92885 0.50627 -0.21658
4 C 0.56761 -0.38484 0.05282
5 H -0.63529 3.04086 -0.35447
6 H 0.20219 2.66426 1.21706
7 H 1.02996 2.19414 -0.50156
8 H -2.50026 1.25760 0.35453
9 H -2.11316 0.72480 -1.51860
10 H -1.68299 -1.57255 -0.53543
11 H -3.31421 -1.03733 1.28582
12 N -2.80970 -0.83606 -0.03466
13 F 0.20095 -1.68408 0.11969
14 Cl 2.18645 -0.20471 -0.06476

Calculated values
M (g mol⁻¹): 123.6
HOMO level (hartree): -0.3324
Total charge: 0
Orbital gap (eV): 9.5
2S+1: 1
LUMO energy (Ha): 0.016

c) C4H7ClFN as an isolated structure, computed with ωB97M-V/def2-TZVPD.

Geometry (Å):
1 C -0.08645 0.04794 -0.71580
2 C 1.69481 0.03994 1.46193
3 C -2.26758 -0.65222 -0.99388
4 C 1.16670 1.00450 0.35995
5 N -1.25311 0.06068 -0.31680
6 F 0.48431 2.03335 0.88000
7 Cl 0.64400 -0.87770 -2.00511
8 H 2.73505 0.24228 1.64476
9 H 1.03266 0.28880 2.34168
10 H 1.51388 -0.95379 1.13669
11 H -1.95544 -1.27832 -1.78778
12 H -2.95913 0.17207 -1.36510
13 H -2.67128 -1.40092 -0.27959
14 H 1.92157 1.27339 -0.36095

Calculated values
M (g mol⁻¹): 123.6
HOMO level (hartree): -0.3527
Total charge: 0
Orbital gap (eV): 10.4
2S+1: 1
LUMO energy (Ha): 0.029

Of them, a) has the highest stability.

a) One molecule with the formula C3H2N2O, computed with ωB97M-V/def2-TZVPD.

Geometry (Å):
1 C -1.38600 0.58312 0.86286
2 C -0.07186 0.73601 0.35250
3 C -0.75832 -0.66943 0.34147
4 N 1.32273 0.90055 0.55174
5 N 1.02536 0.60425 -0.62653
6 O 1.40143 0.11735 -1.67847
7 H -0.58370 -1.49800 0.95000
8 H -0.94964 -0.77385 -0.75357

Calculated values
M (g mol⁻¹): 82.1
HOMO level (hartree): -0.3384
Total charge: 0
Orbital gap (eV): 7.8
2S+1: 1
LUMO energy (Ha): -0.052

b) One molecule with the formula C3H2N2O, computed with ωB97M-V/def2-TZVPD.

Geometry (Å):
1 C 0.16714 0.45506 -0.47571
2 C 1.14886 -0.31568 -0.39243
3 C 1.47533 -1.51365 -0.07508
4 N 0.37926 -1.88118 0.83627
5 N 1.45836 -2.45338 1.01540
6 O 2.10459 -3.05503 1.78027
7 H -0.33041 0.80621 -1.39186
8 H 0.06074 1.37645 0.20250

Calculated values
M (g mol⁻¹): 82.1
HOMO level (hartree): -0.3417
Total charge: 0
Orbital gap (eV): 9.5
SMILES string: C=C=C1N=[N+]1[O-]
2S+1: 1
LUMO energy (Ha): 0.009

Of them, b) has the highest stability.

a) One molecule with the formula C3H2N2O, computed with ωB97M-V/def2-TZVPD.

Geometry (Å):
1 O -2.72975 -0.90726 0.06703
2 N -1.65273 -0.40139 -0.00570
3 C -0.86068 0.47590 0.16093
4 C 0.40434 1.07811 0.54039
5 C 1.26102 -0.01348 0.00261
6 N 0.16470 0.52100 -0.78856
7 H 2.24435 0.28421 -0.32999
8 H 1.16874 -1.03707 0.35329

Calculated values
M (g mol⁻¹): 82.1
HOMO level (spin up / spin down) (hartree): -0.3485 / -0.3397
Total charge: 0
Orbital gap (spin up / spin down) (eV): 8.8 / 7.9
SMILES string: O=NC1=C2CN21
2S+1: 1
LUMO energy (spin up / spin down) (Ha): -0.024 / -0.049

b) One molecule with the formula C3H2N2O, computed with ωB97M-V/def2-TZVPD.

Geometry (Å):
1 N -0.80925 2.55494 -1.02374
2 C -0.48713 1.50945 -0.64679
3 C -0.17460 0.12390 -0.21888
4 O -0.67542 -0.10433 1.00876
5 C 1.39199 -0.77165 0.04357
6 N 1.37766 -1.77937 0.63993
7 H -0.37404 -0.57121 -1.01681
8 H -0.24921 -0.96173 1.21397

Calculated values
M (g mol⁻¹): 82.1
HOMO level (hartree): -0.4442
Total charge: 0
Orbital gap (eV): 10.4
SMILES string: N#CC(O)C#N
2S+1: 1
LUMO energy (Ha): -0.060

Of them, b) has the highest stability.

a) A 2-piece molecular cluster, C3H2N2O overall, computed with ωB97M-V/def2-TZVPD.

Geometry (Å):
1 C -0.26691 0.08754 -1.53936
2 C -0.50468 0.36825 0.99281
3 C -0.06656 -0.22023 -0.17330
4 N -0.38397 0.41828 -2.64892
5 N 0.83521 0.64044 0.56036
6 O -1.23584 0.49030 1.91063
7 H -0.14380 -2.04162 -0.03525
8 H 1.76656 0.25703 0.93303

Calculated values
M (g mol⁻¹): 82.1
HOMO level (hartree): -0.4011
Total charge: 0
Orbital gap (eV): 9.4
2S+1: 1
LUMO energy (Ha): -0.055

b) C3H2N2O as an isolated structure, computed with ωB97M-V/def2-TZVPD.

Geometry (Å):
1 C -0.13291 0.86103 -0.54454
2 C -0.41629 -0.41601 -0.94306
3 C 0.41035 0.38539 0.69368
4 N -0.42367 1.44247 0.72468
5 N -0.00107 -1.51343 -0.92750
6 O 1.13527 -0.39579 1.24097
7 H -1.35312 1.53587 1.15808
8 H 0.78144 -1.89954 -1.40231

Calculated values
M (g mol⁻¹): 82.1
HOMO level (hartree): -0.3224
Total charge: 0
Orbital gap (eV): 8.6
2S+1: 1
LUMO energy (Ha): -0.006

Of them, a) has the highest stability.

a) One molecule with the formula CH6N2O2S, computed with ωB97M-V/def2-TZVPD.

Geometry (Å):
1 C 0.75915 -0.39360 -0.29114
2 N -1.41973 1.05110 -0.46858
3 N 1.20730 0.26268 0.86774
4 O -1.17295 -0.47043 1.54472
5 O 1.31929 -1.58301 -0.74097
6 S -1.14191 -0.61364 0.07532
7 H 0.78164 0.36966 -1.20424
8 H -2.45345 1.11610 -0.61870
9 H -0.83900 1.17183 -1.39808
10 H 1.24323 -2.28285 -0.16611
11 H 0.53001 0.07159 1.67308
12 H 1.18643 1.30057 0.72697

Calculated values
M (g mol⁻¹): 110.1
HOMO level (hartree): -0.3431
Total charge: 0
Orbital gap (eV): 9.8
2S+1: 1
LUMO energy (Ha): 0.019

b) A 2-piece molecular cluster, CH6N2O2S overall, computed with ωB97M-V/def2-TZVPD.

Geometry (Å):
1 C 0.37613 1.17543 0.12214
2 N -0.60330 -1.09223 0.90925
3 N 1.11293 0.13680 -0.16667
4 O -3.06942 -0.42923 0.46688
5 O -1.36587 0.87694 -0.66525
6 S -1.74251 -0.49393 -0.02774
7 H 0.75026 2.01340 -0.45827
8 H -0.02585 1.20947 1.18248
9 H -0.95716 -1.37082 1.80477
10 H 0.71372 -0.64932 0.31189
11 H 1.39261 -0.02374 -1.11566
12 H -1.80039 -1.55929 -0.96891

Calculated values
M (g mol⁻¹): 110.1
HOMO level (hartree): -0.3565
Total charge: 0
Orbital gap (eV): 10.4
2S+1: 1
LUMO energy (Ha): 0.024

Of them, a) has the highest stability.

a) A 4-piece molecular cluster, C3H14NO4 overall, computed with ωB97M-V/def2-TZVPD.

Geometry (Å):
1 C 1.48095 -0.23690 1.63180
2 C 0.80094 -1.23292 0.66856
3 C -0.64064 -0.88299 0.27968
4 O -0.70191 0.46630 -0.13415
5 N 2.91062 -0.00831 1.38153
6 H 1.35904 -0.63057 2.64073
7 H 0.96916 0.71770 1.46194
8 H 1.36241 -1.44401 -0.24303
9 H 0.82538 -2.17477 1.24365
10 H -1.37952 -1.02728 1.08352
11 H -0.83404 -1.47618 -0.62432
12 H 3.04497 0.88268 0.90914
13 H 3.23646 -0.64117 0.65399
14 H 1.19688 2.31771 -1.01085
15 H 0.48603 0.94067 -0.69904
16 O 1.26579 1.38913 -1.27836
17 H -3.41381 0.64013 0.21382
18 H -2.05565 1.00879 -0.29586
19 O -3.08122 1.25302 -0.44387
20 H -2.65704 0.52644 -1.99259
21 H -1.61127 -0.16291 -2.81323
22 O -2.56351 -0.22456 -2.63306

Calculated values
M (g mol⁻¹): 128.1
HOMO level (hartree): -0.1769
Total charge: -1
Orbital gap (eV): 8.8
2S+1: 1
LUMO energy (Ha): 0.147

b) A 4-piece molecular cluster, C3H14NO4 overall, computed with ωB97M-V/def2-TZVPD.

Geometry (Å):
1 C 3.33166 -0.41601 -1.03572
2 N 2.17684 -1.06883 -0.29561
3 C 0.80313 -0.78240 -0.86346
4 C -0.08699 0.50305 -0.34962
5 O -0.29634 0.62688 0.99657
6 H 4.18896 -0.50867 -0.34201
7 H 3.06698 0.60443 -1.25618
8 H 3.68863 -1.04598 -1.82687
9 H 2.09555 -0.64996 0.70176
10 H 0.23197 -1.66514 -0.47240
11 H 0.77973 -0.63143 -1.87112
12 H -0.97871 0.35480 -0.93309
13 H 0.33655 1.42424 -0.72293
14 H -1.73765 -0.10242 1.06997
15 H -2.71365 0.76210 1.39149
16 O -2.83056 -0.14423 1.03307
17 H -0.43145 1.91390 1.80746
18 H -0.81849 2.32869 3.25625
19 O -0.48315 2.63933 2.41612
20 H -3.53953 -1.02333 -1.59094
21 H -3.24058 -1.35526 -0.12124
22 O -3.54289 -1.76377 -0.99151

Calculated values
M (g mol⁻¹): 128.1
HOMO level (hartree): -0.1581
Total charge: -1
Orbital gap (eV): 8.1
2S+1: 1
LUMO energy (Ha): 0.139

Of them, a) has the highest stability.